16
Properties=species:S:1:pos:R:3:mulliken_charge:R:1 method="wB97M-V/def2-TZVPD" lumo_energy_ev=0.9 orbital_gap_ev=10.27 total_energy_ev=-9876.627 smiles=OC[C@@H]1C[C@H](O)N1 mol_weight_g_mol=103.1 de_lowest_kj_mol=331.3
O -0.36228 -1.83327 1.72343 -0.54
C -0.97493 -1.01010 0.76289 -0.60
C -0.26042 0.34050 0.70102 0.35
C -0.47895 1.16023 -0.57668 -0.93
C 1.16038 0.51725 -0.93261 -0.09
O 1.00893 -0.43020 -1.93526 -0.50
N 1.15635 0.08367 0.44019 -0.41
H 0.55823 -1.92688 1.42968 0.34
H -2.01974 -0.88717 1.06276 0.34
H -0.96161 -1.48819 -0.23280 0.16
H -0.42689 0.86571 1.64375 0.39
H -0.50764 2.23909 -0.41277 0.24
H -1.49415 0.94669 -1.02898 0.33
H 2.18366 0.93890 -1.13247 0.37
H 0.05638 -0.41590 -2.04639 0.30
H 1.79026 0.62389 1.01626 0.25

***

16
Properties=species:S:1:pos:R:3:mulliken_charge:R:1 method="wB97M-V/def2-TZVPD" lumo_energy_ev=0.8 orbital_gap_ev=9.12 total_energy_ev=-9876.484 mol_weight_g_mol=103.1 de_lowest_kj_mol=345.1
C 1.53504 -0.06452 -1.14235 -0.86
N 1.81642 0.10309 0.29368 -0.01
C 1.17145 0.52719 1.39466 -0.39
O -0.10939 0.89249 1.31634 -0.14
C -1.05692 0.84946 0.23533 -0.32
C -1.85098 -0.43989 0.35019 -0.43
O -1.05435 -1.57907 0.08871 -0.53
H 2.40719 -0.54270 -1.59964 0.33
H 0.66713 -0.71180 -1.29164 0.32
H 1.36889 0.90169 -1.63436 0.30
H 2.78556 -0.00700 0.54825 0.26
H -1.70323 1.71580 0.40446 0.35
H -0.59106 0.95336 -0.74625 0.18
H -2.30325 -0.49599 1.35119 0.29
H -2.66677 -0.44068 -0.38004 0.34
H -0.41574 -1.66142 0.81147 0.32

***

16
Properties=species:S:1:pos:R:3:mulliken_charge:R:1 method="wB97M-V/def2-TZVPD" lumo_energy_ev=0.9 orbital_gap_ev=10.31 total_energy_ev=-9878.117 smiles="C[C@@H](C=O)NCO" mol_weight_g_mol=103.1 de_lowest_kj_mol=187.5
C -1.69122 -0.60419 -1.49538 -1.35
C -0.51196 -0.12386 -0.67034 0.77
C -0.65438 1.32378 -0.23069 -0.23
O 0.25339 2.10838 -0.18807 -0.45
N -0.34012 -0.85809 0.55957 -0.39
C 0.84002 -0.73255 1.36819 -0.40
O 2.07922 -0.86995 0.67936 -0.54
H -2.36742 0.20959 -1.74518 0.34
H -1.38112 -1.07403 -2.42376 0.33
H -2.26720 -1.37197 -0.96678 0.34
H 0.39907 -0.13321 -1.29429 0.08
H -1.66205 1.60090 0.15521 0.33
H -0.67460 -1.80834 0.49665 0.22
H 0.84794 0.20738 1.92352 0.26
H 0.79826 -1.56214 2.06365 0.36
H 2.04738 -0.33304 -0.11815 0.34

***

16
Properties=species:S:1:pos:R:3:mulliken_charge:R:1 method="wB97M-V/def2-TZVPD" lumo_energy_ev=0.8 orbital_gap_ev=11.08 total_energy_ev=-9878.960 smiles="[H]/N=C(/O)CCCO" mol_weight_g_mol=103.1 de_lowest_kj_mol=106.2
H -1.51554 -0.07823 -1.83968 0.25
N -1.94375 -0.24255 -0.93557 -0.85
C -1.36610 0.37011 0.02272 0.51
O -1.92541 0.24426 1.23611 -0.50
C -0.09474 1.18321 0.01875 -0.51
C 1.12287 0.40638 0.55233 -0.50
C 1.44132 -0.86261 -0.23856 -0.44
O 0.55839 -1.92917 0.03322 -0.55
H -2.69915 -0.31708 1.04410 0.38
H 0.10062 1.49952 -1.01230 0.32
H -0.24256 2.08548 0.62257 0.30
H 1.99194 1.07652 0.51557 0.33
H 0.96743 0.13087 1.60149 0.30
H 1.47507 -0.62719 -1.31713 0.27
H 2.43666 -1.22326 0.03982 0.33
H -0.30704 -1.71626 -0.34344 0.36

***

16
Properties=species:S:1:pos:R:3:mulliken_charge:R:1 method="wB97M-V/def2-TZVPD" lumo_energy_ev=0.6 orbital_gap_ev=9.91 total_energy_ev=-9875.951 smiles="N[C@H](C=O)CCO" mol_weight_g_mol=103.1 de_lowest_kj_mol=396.5
N -1.18069 -0.29700 1.58525 -0.61
C -0.22349 0.46803 0.79050 0.01
C -0.86084 1.61104 -0.10898 0.14
O -2.01366 1.95994 -0.06553 -0.53
C 0.11146 -0.08005 -0.85140 -1.09
C 1.04995 -1.31340 -0.64500 -0.33
O 2.34960 -0.98872 -0.14492 -0.47
H -1.94797 0.33654 1.79001 0.29
H -1.52941 -1.05291 1.00426 0.28
H 0.43988 0.99003 1.49295 0.30
H -0.04033 2.26167 -0.45113 0.34
H 0.61118 0.47467 -1.63867 0.41
H -0.82711 -0.57531 -1.08033 0.34
H 1.23638 -1.69635 -1.67258 0.34
H 0.55048 -2.05571 -0.03260 0.25
H 2.27457 -0.04245 0.02816 0.31

***

16
Properties=species:S:1:pos:R:3:mulliken_charge:R:1 method="wB97M-V/def2-TZVPD" lumo_energy_ev=1.0 orbital_gap_ev=10.78 total_energy_ev=-9876.236 mol_weight_g_mol=103.1 de_lowest_kj_mol=369.0
C -1.92742 -0.43362 -0.61446 -0.64
O -1.33182 0.84558 -0.60462 -0.37
C -0.42801 1.00781 0.46412 -0.60
C 0.79800 0.18365 0.24376 0.69
C 1.73636 0.43572 -0.89255 -1.06
N 1.12859 -0.82323 0.91822 -0.51
O 0.36271 -1.26957 1.99563 -0.37
H -2.67302 -0.42437 -1.41204 0.26
H -1.19768 -1.23362 -0.81085 0.27
H -2.41839 -0.64953 0.34594 0.28
H -0.88403 0.73219 1.42609 0.39
H -0.14236 2.06284 0.48279 0.33
H 2.23338 1.39993 -0.76553 0.26
H 1.17322 0.44805 -1.82669 0.24
H 2.49529 -0.35428 -0.93395 0.35
H 1.07518 -1.92755 1.98414 0.49

***

16
Properties=species:S:1:pos:R:3:mulliken_charge:R:1 method="wB97M-V/def2-TZVPD" lumo_energy_ev=0.8 orbital_gap_ev=10.91 total_energy_ev=-9879.058 smiles="C[C@@H](CO)NC=O" mol_weight_g_mol=103.1 de_lowest_kj_mol=96.8
C -0.98433 1.48184 -0.15038 -1.36
C -0.26672 0.17727 0.21442 0.27
C -1.15991 -1.04576 -0.02531 -0.52
O -0.46115 -2.26792 0.02997 -0.51
N 1.00648 0.03060 -0.47507 -0.14
C 2.19023 0.06226 0.19536 -0.01
O 2.30405 0.14343 1.40434 -0.55
H -0.25291 2.27188 -0.34374 0.38
H -1.63098 1.81311 0.66830 0.34
H -1.60728 1.36274 -1.04584 0.32
H 0.01502 0.20319 1.27189 0.31
H -1.97448 -1.02456 0.71508 0.30
H -1.62712 -0.98127 -1.01847 0.30
H 0.36188 -2.12274 0.51303 0.32
H 1.02303 -0.11018 -1.47452 0.22
H 3.06419 0.00612 -0.47903 0.34

***

16
Properties=species:S:1:pos:R:3:mulliken_charge:R:1 method="wB97M-V/def2-TZVPD" lumo_energy_ev=0.6 orbital_gap_ev=11.25 total_energy_ev=-9879.019 smiles="CC(C)O.N=C=O" mol_weight_g_mol=103.1 de_lowest_kj_mol=100.5
C -2.07112 0.08185 -0.36764 -1.39
C -0.54304 0.06985 -0.15749 0.53
C -0.04470 -0.83596 0.98341 -1.19
O -0.10600 1.38591 0.19759 -0.62
H -2.58482 0.39760 0.54638 0.33
H -2.46054 -0.89691 -0.67319 0.36
H -2.35859 0.78745 -1.16705 0.37
H -0.09927 -0.22759 -1.12387 0.20
H -0.60412 -0.54748 1.87546 0.32
H -0.39360 -1.85032 0.73531 0.33
H 1.05167 -0.72416 1.25166 0.36
H -0.40074 2.00474 -0.48182 0.32
N 2.63909 0.74801 -0.05598 -0.58
C 2.91404 -0.29107 -0.60602 0.65
O 3.33095 -1.27873 -1.09037 -0.47
H 1.73079 1.17680 0.13361 0.47